[1]
Formula: C6H11N
Source: the Open Molecules 2025 dataset
Level of theory: ωB97M-V/def2-TZVPD

For the HOMO energy, the calculation gives -0.287 Ha. The energy relative to the best compared isomer or geometry (same formula, charge and spin) comes out at 141.8 kJ/mol. The LUMO energy is 0.976 eV.

Last column: natural (NBO) charge in e.
Atoms and positions in Å:
C1 1.522 -1.795 1.318  -0.37
C2 1.263 -0.664 0.661  -0.22
C3 0.087 -0.370 -0.145  0.13
N1 -0.528 -1.522 -0.759  -0.87
C4 -0.481 0.834 -0.279  -0.04
C5 -1.630 1.257 -1.099  -0.63
C6 0.106 2.002 0.497  -0.64
H1 2.317 -1.961 2.027  0.20
H2 0.911 -2.661 1.080  0.20
H3 1.868 0.216 0.853  0.20
H4 -0.071 -2.113 -1.429  0.39
H5 -1.515 -1.322 -0.823  0.37
H6 -2.187 0.384 -1.471  0.20
H7 -1.264 1.792 -1.982  0.22
H8 -2.387 1.870 -0.616  0.22
H9 -0.310 2.957 0.164  0.21
H10 -0.074 2.075 1.576  0.22
H11 1.189 2.072 0.368  0.21

Forces on atoms 1 to 2 (eV/Å):
-0.54 -0.44 -0.96
0.50 0.86 1.17

---

[2]
Formula: C10H16O
Source: the Open Molecules 2025 dataset
Level of theory: ωB97M-V/def2-TZVPD

For the HOMO energy, the calculation gives -0.322 Ha. The energy relative to the best compared isomer or geometry (same formula, charge and spin) comes out at 107.0 kJ/mol. The LUMO energy is 0.805 eV.

Last column: natural (NBO) charge in e.
Atoms and positions in Å:
C1 2.788 0.674 0.670  -0.63
C2 1.442 0.752 0.014  -0.03
C3 1.185 0.059 -1.187  -0.19
C4 0.006 0.230 -1.878  -0.27
C5 -0.879 1.219 -1.506  0.28
O1 -2.019 1.545 -2.238  -0.70
C6 -0.717 1.905 -0.311  -0.25
C7 0.449 1.617 0.421  -0.20
H1 3.509 0.358 -0.084  0.22
H2 2.879 -0.050 1.476  0.22
H3 3.084 1.652 1.048  0.22
H4 1.831 -0.750 -1.514  0.21
H5 -0.223 -0.269 -2.814  0.22
H6 -2.594 0.778 -2.304  0.48
H7 -1.546 2.533 -0.029  0.23
H8 0.594 2.272 1.279  0.21
C8 0.113 -1.432 2.317  -0.61
C9 -1.165 -1.896 1.634  -0.40
C10 -0.981 -3.311 1.080  -0.61
H9 -0.031 -0.435 2.731  0.21
H10 0.350 -2.042 3.200  0.20
H11 0.926 -1.546 1.609  0.20
H12 -1.446 -1.158 0.872  0.20
H13 -2.062 -1.943 2.257  0.19
H14 -0.656 -3.969 1.887  0.20
H15 -0.265 -3.252 0.254  0.20
H16 -1.882 -3.761 0.655  0.21

Forces on atoms 1 to 2 (eV/Å):
0.16 -0.09 -0.16
-0.26 -0.15 -1.23